No. 1
Molecular formula: C19H38Cl24FN2OS
Method: DFT, wB97M-V/def2-TZVPD

Positions of all 86 atoms, in Å:
C (3.4683, -0.8165, -1.0009)
C (2.5991, -1.7734, -0.0407)
C (1.1046, -2.0882, -0.6279)
F (1.2097, -1.9799, -2.0550)
N (0.0594, -1.1796, -0.0143)
C (0.0700, 0.2260, -0.6223)
C (-1.0600, 1.1900, -0.0097)
C (-0.9253, 2.7454, -0.4154)
S (0.5129, 3.1626, -1.5160)
O (-1.1926, -1.7280, 0.0664)
C (-1.8127, -1.8536, -1.2077)
N (-2.3231, -1.8286, -2.3123)
H (3.0420, 0.2581, -1.0970)
H (3.6124, -1.2285, -2.0695)
H (4.5445, -0.6708, -0.5887)
H (2.4951, -1.3056, 1.0037)
H (3.1547, -2.7899, 0.0113)
H (0.7716, -3.1688, -0.3615)
H (0.3720, -1.0289, 0.9778)
H (-0.0070, 0.2167, -1.7625)
H (1.0941, 0.6672, -0.2943)
H (-2.0727, 0.8241, -0.4507)
H (-1.1924, 1.0829, 1.1402)
H (-1.8941, 3.0591, -0.9726)
H (-0.7935, 3.3589, 0.5589)
H (0.4827, 2.4405, -2.7052)
C (0.0348, 4.3850, -5.3305)
Cl (-0.0879, 5.9110, -4.4458)
Cl (1.7045, 3.7999, -5.3652)
H (-0.5893, 3.6425, -4.8415)
H (-0.3099, 4.5414, -6.3572)
C (7.0720, 1.1542, -2.2182)
Cl (5.5585, 1.8003, -1.5716)
Cl (7.5474, -0.3241, -1.3732)
H (6.9379, 0.9299, -3.2758)
H (7.8563, 1.9002, -2.0957)
C (-3.0636, 3.5758, -7.3094)
Cl (-2.4710, 2.5444, -6.0018)
Cl (-1.7717, 4.5827, -7.9865)
H (-3.4657, 2.9422, -8.0990)
H (-3.8480, 4.2246, -6.9205)
C (1.7085, 9.4564, -5.3916)
Cl (0.7153, 10.6746, -4.5830)
Cl (3.4279, 9.7273, -5.0827)
H (1.4328, 8.4698, -5.0186)
H (1.5290, 9.5082, -6.4649)
C (0.9833, -0.9079, 3.8244)
Cl (1.6235, -1.8971, 5.1372)
Cl (2.2467, 0.1052, 3.1078)
H (0.5760, -1.5628, 3.0550)
H (0.1948, -0.2659, 4.2172)
C (-2.7499, -3.0013, 4.6849)
Cl (-2.0844, -1.9065, 5.9033)
Cl (-1.5274, -3.4627, 3.4916)
H (-3.1151, -3.9009, 5.1807)
H (-3.5721, -2.5026, 4.1729)
C (-5.5863, 1.8593, -4.2502)
Cl (-7.0548, 2.3099, -5.1232)
Cl (-4.9304, 3.2334, -3.3506)
H (-5.8219, 1.0580, -3.5505)
H (-4.8398, 1.5166, -4.9661)
C (-2.8586, -5.7878, 8.0683)
Cl (-4.0371, -6.0242, 6.7706)
Cl (-2.5621, -4.0708, 8.3467)
H (-3.2428, -6.2395, 8.9824)
H (-1.9173, -6.2649, 7.7872)
C (1.7175, -5.4055, 7.3555)
Cl (0.1739, -6.2492, 7.5639)
Cl (1.6304, -3.7464, 7.9645)
H (2.4874, -5.9420, 7.9074)
H (1.9709, -5.3832, 6.2970)
C (5.3050, -6.5876, 5.7124)
Cl (3.7626, -7.4270, 5.9160)
Cl (5.2130, -4.9291, 6.3182)
H (6.0757, -7.1242, 6.2644)
H (5.5582, -6.5643, 4.6532)
C (-2.8723, 1.5833, 6.9435)
Cl (-4.0168, 2.1285, 8.1736)
Cl (-3.5707, 1.7032, 5.3230)
H (-1.9789, 2.2049, 6.9906)
H (-2.6100, 0.5445, 7.1395)
C (-2.7682, -0.1713, -9.2879)
Cl (-1.3937, 0.9146, -9.0513)
Cl (-4.0501, 0.1528, -8.1129)
H (-3.1645, -0.0267, -10.2923)
H (-2.4311, -1.2003, -9.1689)

Results
2S+1: 1
Relative energy (zero: lowest compared OMol25 entry of this formula, charge and spin): 49.6 kcal/mol
Charge: +1
LUMO: -3.17 eV
HOMO: -12.0 eV
DFT total energy: -12473.65749 Ha
Orbital gap: 8.8 eV

Charges per atom according to Mulliken partitioning, unit e: number 1, C, carries -0.787; number 2, C, carries -0.008; number 3, C, carries 0.137; number 4, F, carries -0.312; number 5, N, carries 0.813; number 6, C, carries -0.909; number 7, C, carries -0.368; number 8, C, carries -0.482; number 9, S, carries -0.152; number 10, O, carries -0.250; number 11, C, carries 0.474; number 12, N, carries -0.387; number 13, H, carries 0.125; number 14, H, carries 0.267; number 15, H, carries 0.300; number 16, H, carries -0.147; number 17, H, carries 0.377; number 18, H, carries 0.391; number 19, H, carries -0.238; number 20, H, carries 0.417; number 21, H, carries 0.410; number 22, H, carries 0.279; number 23, H, carries 0.283; number 24, H, carries 0.206; number 25, H, carries 0.331; number 26, H, carries 0.073; number 27, C, carries 0.605; number 28, Cl, carries -0.167; number 29, Cl, carries -0.192; number 30, H, carries -0.077; number 31, H, carries -0.222; number 32, C, carries -0.317; number 33, Cl, carries -0.108; number 34, Cl, carries -0.148; number 35, H, carries 0.269; number 36, H, carries 0.324; number 37, C, carries -0.287; number 38, Cl, carries -0.091; number 39, Cl, carries -0.193; number 40, H, carries 0.215; number 41, H, carries 0.395; number 42, C, carries 0.102; number 43, Cl, carries -0.149; number 44, Cl, carries -0.153; number 45, H, carries -0.050; number 46, H, carries 0.258; number 47, C, carries 0.236; number 48, Cl, carries -0.044; number 49, Cl, carries -0.148; number 50, H, carries -0.255; number 51, H, carries 0.311; number 52, C, carries 0.141; number 53, Cl, carries -0.078; number 54, Cl, carries -0.175; number 55, H, carries -0.150; number 56, H, carries 0.274; number 57, C, carries 0.021; number 58, Cl, carries -0.152; number 59, Cl, carries -0.149; number 60, H, carries 0.311; number 61, H, carries -0.038; number 62, C, carries 0.182; number 63, Cl, carries -0.192; number 64, Cl, carries -0.097; number 65, H, carries 0.343; number 66, H, carries -0.187; number 67, C, carries -0.173; number 68, Cl, carries -0.197; number 69, Cl, carries -0.160; number 70, H, carries 0.303; number 71, H, carries 0.165; number 72, C, carries -0.257; number 73, Cl, carries -0.136; number 74, Cl, carries -0.130; number 75, H, carries 0.285; number 76, H, carries 0.269; number 77, C, carries 0.021; number 78, Cl, carries -0.151; number 79, Cl, carries -0.155; number 80, H, carries 0.285; number 81, H, carries -0.008; number 82, C, carries -0.334; number 83, Cl, carries -0.112; number 84, Cl, carries -0.119; number 85, H, carries 0.295; number 86, H, carries 0.298

No. 2
Molecular formula: C19H38ClNO12S
Method: DFT, wB97M-V/def2-TZVPD

Positions of all 72 atoms, in Å:
N (-2.1024, 3.4773, 3.1470)
C (-0.9529, 2.7569, 2.7773)
O (-0.9861, 1.8458, 1.9685)
C (0.3515, 3.1951, 3.4026)
C (0.8956, 4.4429, 2.7003)
O (1.9070, 4.0685, 1.7461)
S (1.6353, 4.5353, 0.2185)
O (2.4908, 3.6631, -0.5208)
O (0.1093, 3.8195, -0.0397)
Cl (-1.0855, 5.0018, -0.1443)
H (-2.4849, 3.9810, 2.3582)
H (-1.8904, 4.1132, 3.9037)
H (0.2116, 3.4518, 4.4468)
H (1.0736, 2.3959, 3.3479)
H (1.3469, 5.0990, 3.4295)
H (0.0858, 4.9912, 2.2340)
O (-0.1292, -3.8538, -0.3162)
C (0.4302, -2.8042, -0.4699)
O (0.3273, -1.8654, 0.4866)
C (1.0347, -0.6235, 0.4183)
C (0.3126, 0.3886, -0.4438)
C (1.1671, -2.4709, -1.7448)
H (2.0635, -0.7856, 0.0925)
H (1.0785, -0.2652, 1.4449)
H (0.2339, 0.0473, -1.4796)
H (0.8412, 1.3407, -0.4346)
H (-0.6946, 0.5454, -0.0685)
H (0.4452, -2.1287, -2.4863)
H (1.6459, -3.3707, -2.1119)
H (1.9430, -1.7189, -1.6250)
O (-1.4374, 2.8280, 6.4512)
C (-0.8420, 2.0468, 7.1402)
O (0.2402, 1.4400, 6.6246)
C (1.0980, 0.5843, 7.3869)
C (0.5745, -0.8349, 7.4484)
C (-1.3189, 1.6846, 8.5260)
H (1.2773, 1.0058, 8.3769)
H (2.0492, 0.6050, 6.8589)
H (-0.3893, -0.8881, 7.9544)
H (1.2771, -1.4745, 7.9821)
H (0.4380, -1.2286, 6.4418)
H (-2.1050, 0.9369, 8.4352)
H (-1.7372, 2.5772, 8.9834)
H (-0.5409, 1.3056, 9.1836)
O (-0.0532, -0.9119, -4.6323)
C (-0.4645, 0.0748, -4.0852)
O (-1.6578, 0.0179, -3.4749)
C (-2.1648, 1.0731, -2.6517)
C (-2.8497, 2.1505, -3.4664)
C (0.3074, 1.3731, -4.1064)
H (-1.3764, 1.4720, -2.0116)
H (-2.8856, 0.5892, -1.9961)
H (-2.1570, 2.6422, -4.1494)
H (-3.2772, 2.9072, -2.8086)
H (-3.6489, 1.7165, -4.0666)
H (0.1063, 1.8788, -5.0496)
H (1.3671, 1.1370, -4.0558)
H (0.0769, 2.0455, -3.2838)
O (2.2846, -5.4781, -8.2191)
C (1.4370, -5.3386, -7.3822)
O (1.5517, -4.3323, -6.5028)
C (0.5233, -3.9964, -5.5607)
C (0.5971, -4.8226, -4.2974)
C (0.2789, -6.3048, -7.2616)
H (-0.4600, -4.0416, -6.0302)
H (0.7008, -2.9613, -5.2844)
H (0.4558, -5.8910, -4.4662)
H (-0.1648, -4.4759, -3.5999)
H (1.5782, -4.6980, -3.8433)
H (0.6152, -7.1791, -6.7068)
H (-0.0071, -6.6151, -8.2631)
H (-0.6012, -5.8925, -6.7751)

Results
2S+1: 1
LUMO: -0.72 eV
HOMO: -9.7 eV
DFT total energy: -2562.71291 Ha
Orbital gap: 8.9 eV

Charges per atom according to Mulliken partitioning, unit e: number 1, N, carries -0.416; number 2, C, carries 0.362; number 3, O, carries -0.526; number 4, C, carries -0.108; number 5, C, carries -0.533; number 6, O, carries -0.321; number 7, S, carries 0.619; number 8, O, carries -0.437; number 9, O, carries -0.184; number 10, Cl, carries -0.010; number 11, H, carries 0.260; number 12, H, carries 0.272; number 13, H, carries -0.012; number 14, H, carries 0.308; number 15, H, carries 0.428; number 16, H, carries 0.291; number 17, O, carries -0.622; number 18, C, carries 0.614; number 19, O, carries -0.366; number 20, C, carries -0.802; number 21, C, carries 0.478; number 22, C, carries -0.258; number 23, H, carries 0.452; number 24, H, carries 0.225; number 25, H, carries -0.311; number 26, H, carries -0.002; number 27, H, carries 0.250; number 28, H, carries -0.105; number 29, H, carries 0.136; number 30, H, carries 0.295; number 31, O, carries -0.518; number 32, C, carries 0.931; number 33, O, carries -0.395; number 34, C, carries -0.431; number 35, C, carries -0.986; number 36, C, carries -1.236; number 37, H, carries 0.356; number 38, H, carries 0.347; number 39, H, carries 0.274; number 40, H, carries 0.374; number 41, H, carries 0.305; number 42, H, carries 0.295; number 43, H, carries 0.327; number 44, H, carries 0.351; number 45, O, carries -0.575; number 46, C, carries 0.813; number 47, O, carries -0.368; number 48, C, carries 0.343; number 49, C, carries -1.243; number 50, C, carries -0.989; number 51, H, carries -0.304; number 52, H, carries 0.408; number 53, H, carries 0.283; number 54, H, carries 0.381; number 55, H, carries 0.344; number 56, H, carries 0.364; number 57, H, carries 0.270; number 58, H, carries 0.234; number 59, O, carries -0.583; number 60, C, carries 0.689; number 61, O, carries -0.369; number 62, C, carries -0.107; number 63, C, carries -0.867; number 64, C, carries -0.848; number 65, H, carries 0.291; number 66, H, carries 0.126; number 67, H, carries 0.355; number 68, H, carries 0.298; number 69, H, carries 0.231; number 70, H, carries 0.240; number 71, H, carries 0.308; number 72, H, carries 0.301

No. 3
Molecular formula: C19H38N11O3P3Tl
Method: DFT, wB97M-V/def2-TZVPD

Positions of all 75 atoms, in Å:
Tl (-0.9814, 0.4096, 0.1807)
C (0.8915, -5.4548, 0.0066)
N (0.6351, -4.1013, -0.4667)
C (0.4399, -3.7505, -1.7693)
C (0.2272, -2.4011, -1.7709)
N (0.2952, -1.9207, -0.4977)
C (0.5405, -2.9624, 0.2792)
P (0.6970, -3.0393, 2.0861)
C (2.1571, -1.9979, 2.3672)
N (2.8820, -1.3679, 1.4639)
C (3.9349, -0.8228, 2.1520)
C (3.8371, -1.1298, 3.4767)
N (2.7122, -1.8947, 3.6049)
C (2.1585, -2.3996, 4.8498)
C (-0.5965, -1.8661, 2.5956)
N (-0.3882, -0.7124, 3.2035)
C (-1.6333, -0.2376, 3.5200)
C (-2.5916, -1.1129, 3.0912)
N (-1.9226, -2.1593, 2.5218)
C (-2.5061, -3.3189, 1.8694)
H (1.0586, -6.0912, -0.8579)
H (1.7761, -5.4775, 0.6380)
H (0.0405, -5.8339, 0.5699)
H (0.4661, -4.4753, -2.5642)
H (0.0173, -1.7613, -2.6108)
H (4.7044, -0.2535, 1.6572)
H (4.4547, -0.8828, 4.3225)
H (2.9121, -2.3100, 5.6274)
H (1.2774, -1.8225, 5.1248)
H (1.8939, -3.4509, 4.7397)
H (-1.7680, 0.6980, 4.0364)
H (-3.6661, -1.0924, 3.1507)
H (-3.5621, -3.3663, 2.1241)
H (-2.4037, -3.2268, 0.7898)
H (-2.0223, -4.2256, 2.2350)
N (1.9624, 0.8369, -0.3525)
N (2.3739, 0.9121, -1.6825)
C (1.4816, 0.9072, -2.6939)
N (1.9819, 0.9398, -3.9327)
N (0.2000, 0.8228, -2.3408)
N (-0.7583, 0.8857, -3.3030)
O (-0.5293, 1.2427, -4.4566)
O (-1.8771, 0.5959, -2.9138)
H (2.3990, 1.5838, 0.1735)
H (2.1994, -0.0708, 0.0607)
H (3.3421, 0.7403, -1.9099)
H (2.9646, 1.0938, -4.0756)
H (1.3297, 1.0852, -4.6888)
C (-4.5678, 0.7861, -0.9922)
P (-4.2218, -0.9772, -1.0364)
C (-4.3542, -1.4882, -2.7521)
C (-5.6044, -1.7601, -0.1858)
O (-2.9091, -1.3422, -0.4039)
H (-5.5260, 1.0055, -1.4643)
H (-3.7747, 1.3265, -1.5102)
H (-4.5981, 1.1154, 0.0479)
H (-5.3415, -1.2546, -3.1518)
H (-4.1871, -2.5639, -2.8133)
H (-3.5945, -0.9723, -3.3374)
H (-6.5553, -1.4893, -0.6454)
H (-5.6112, -1.4413, 0.8571)
H (-5.4876, -2.8434, -0.2243)
C (-2.6837, 4.9779, -1.6740)
P (-1.5596, 3.6671, -1.0541)
C (-0.0124, 4.1264, -1.9335)
C (-1.1744, 4.3403, 0.6109)
H (-2.2598, 5.9755, -1.5420)
H (-3.6349, 4.9265, -1.1431)
H (-2.8837, 4.8159, -2.7338)
H (0.2313, 5.1837, -1.8083)
H (-0.1168, 3.9130, -2.9993)
H (0.8120, 3.5241, -1.5474)
H (-0.8564, 5.3841, 0.5673)
H (-0.3808, 3.7502, 1.0736)
H (-2.0557, 4.2676, 1.2498)

Results
2S+1: 1
Relative energy (zero: lowest compared OMol25 entry of this formula, charge and spin): 2.6 kcal/mol
Charge: +1
LUMO: -2.00 eV
HOMO: -10.4 eV
DFT total energy: -2771.19807 Ha
Orbital gap: 8.4 eV

Charges per atom according to Mulliken partitioning, unit e: number 1, Tl, carries 1.114; number 2, C, carries -0.849; number 3, N, carries 0.224; number 4, C, carries -1.010; number 5, C, carries -0.417; number 6, N, carries 0.553; number 7, C, carries -0.263; number 8, P, carries -0.331; number 9, C, carries 0.340; number 10, N, carries -0.515; number 11, C, carries -0.947; number 12, C, carries -0.113; number 13, N, carries 0.200; number 14, C, carries -0.861; number 15, C, carries -0.076; number 16, N, carries -0.241; number 17, C, carries -1.110; number 18, C, carries 0.021; number 19, N, carries 0.429; number 20, C, carries -0.956; number 21, H, carries 0.322; number 22, H, carries 0.353; number 23, H, carries 0.303; number 24, H, carries 0.432; number 25, H, carries 0.487; number 26, H, carries 0.468; number 27, H, carries 0.453; number 28, H, carries 0.346; number 29, H, carries 0.296; number 30, H, carries 0.334; number 31, H, carries 0.488; number 32, H, carries 0.489; number 33, H, carries 0.365; number 34, H, carries 0.239; number 35, H, carries 0.341; number 36, N, carries -0.184; number 37, N, carries -0.236; number 38, C, carries 0.305; number 39, N, carries -0.390; number 40, N, carries 0.224; number 41, N, carries 0.545; number 42, O, carries -0.800; number 43, O, carries -0.490; number 44, H, carries 0.308; number 45, H, carries 0.196; number 46, H, carries 0.196; number 47, H, carries 0.186; number 48, H, carries 0.210; number 49, C, carries -0.995; number 50, P, carries 1.224; number 51, C, carries -1.245; number 52, C, carries -1.255; number 53, O, carries -0.584; number 54, H, carries 0.477; number 55, H, carries 0.066; number 56, H, carries 0.297; number 57, H, carries 0.433; number 58, H, carries 0.334; number 59, H, carries 0.214; number 60, H, carries 0.410; number 61, H, carries 0.296; number 62, H, carries 0.352; number 63, C, carries -1.291; number 64, P, carries 0.604; number 65, C, carries -1.249; number 66, C, carries -1.258; number 67, H, carries 0.392; number 68, H, carries 0.368; number 69, H, carries 0.367; number 70, H, carries 0.510; number 71, H, carries 0.341; number 72, H, carries 0.162; number 73, H, carries 0.392; number 74, H, carries 0.300; number 75, H, carries 0.361

- Number 2 is which compound?
  C19H38ClNO12S

- Which formula does entry 2 have?
  C19H38ClNO12S

- What is the 2S+1 in the first record?
  1